14 unconnected molecules or ions with the total composition C49H66N14O2S. Source: OMol25; level of theory: the ωB97M-V functional and the def2-TZVPD basis.

```
132
Properties=species:S:1:pos:R:3:forces:R:3
C -2.361 -2.782 -1.011 8.062 -5.121 -0.823
C -1.149 -3.524 -1.161 -8.417 4.371 2.577
C 0.033 -4.595 -0.835 0.215 -0.190 -0.779
C 1.468 -4.004 -0.349 3.705 0.821 0.780
C 1.791 -2.569 0.367 2.453 -3.089 -0.646
C 3.365 -2.301 0.816 -0.140 -2.281 -1.333
C 4.621 -3.318 0.565 -4.485 -1.194 -1.281
C 4.300 -4.750 -0.163 -2.537 2.333 1.387
C 5.543 -5.795 -0.400 -0.323 0.444 -1.003
C 6.399 -5.203 -1.704 -0.801 0.237 0.117
C 2.752 -5.052 -0.595 1.219 1.752 1.853
O 2.501 -6.395 -1.217 0.615 3.783 -0.509
C 2.746 -6.119 -2.668 0.187 0.357 -0.749
C 2.124 -7.305 -3.632 -0.434 -0.128 -0.391
C 0.477 -7.378 -3.604 -0.262 0.831 0.470
O 2.560 -6.985 -5.028 -2.216 -1.404 0.902
S 3.788 -0.673 1.724 -1.956 -0.781 -1.849
C 2.540 0.519 0.981 -1.973 1.710 -1.325
C 2.973 2.093 0.875 -3.573 -0.406 -1.509
C 1.915 3.198 0.220 -1.365 -4.862 0.286
C 0.495 2.589 -0.326 2.565 -1.796 1.795
C 0.067 0.975 -0.223 2.456 1.420 1.430
C -1.402 0.601 -0.854 0.381 0.775 -1.074
C -1.104 0.042 -2.394 0.991 -1.466 0.521
C -0.089 0.991 -3.262 0.057 -0.053 -0.537
C 1.103 -0.135 0.482 0.287 5.004 -0.806
N 0.686 -1.578 0.616 2.813 0.722 0.030
H -3.336 -2.096 -0.951 2.976 -1.878 -0.509
H 0.237 -5.191 -1.850 -0.428 1.429 2.254
H -0.268 -5.448 -0.055 0.208 2.194 -1.628
H 5.717 -3.074 0.923 -2.602 -0.385 -0.864
H 5.155 -6.862 -0.696 0.483 2.181 0.786
H 6.251 -5.898 0.535 -1.676 0.376 -1.782
H 7.298 -4.550 -1.338 -1.729 -1.253 -0.858
H 5.634 -4.516 -2.303 1.910 -1.443 1.190
H 6.739 -6.070 -2.413 -0.469 1.680 1.450
H 3.916 -5.971 -2.832 -2.478 -0.616 0.174
H 2.260 -5.059 -2.877 0.777 -2.311 -0.073
H 2.564 -8.372 -3.390 -0.795 2.187 -0.039
H 0.073 -7.735 -2.543 0.952 0.590 -2.324
H 0.022 -8.050 -4.472 1.201 1.213 1.900
H 0.027 -6.288 -3.774 1.074 -2.269 0.272
H 1.889 -7.496 -5.605 1.715 1.222 1.186
H 4.023 2.521 1.244 -2.470 -1.472 -0.855
H 2.151 4.362 0.140 -0.557 -2.974 0.113
H -0.275 3.346 -0.799 1.692 -1.891 0.997
H -2.085 1.570 -1.002 1.861 -1.842 0.647
H -2.037 -0.135 -0.204 1.593 1.154 -1.195
H -0.531 -0.993 -2.228 -1.275 2.182 -0.443
H -2.101 -0.260 -2.967 2.003 1.003 1.222
H -0.030 0.583 -4.378 -0.245 0.877 2.471
H 1.037 0.955 -2.868 -2.763 0.069 -0.667
H -0.463 2.100 -3.286 0.721 -2.104 0.075
H 0.152 -1.772 1.493 0.803 0.275 -0.997
C -1.770 6.638 -1.688 -0.305 0.082 -0.002
C -0.394 6.182 -1.429 1.102 -0.361 0.187
N 0.693 5.821 -1.224 -1.772 0.736 -0.253
H -1.825 7.270 -2.580 0.271 -0.143 0.149
H -2.452 5.796 -1.845 0.405 -0.039 0.021
H -2.166 7.223 -0.851 0.345 -0.082 -0.026
C 4.193 -2.015 -2.981 0.121 -0.062 0.114
C 3.189 -1.222 -3.712 -0.855 0.647 -0.616
N 2.397 -0.596 -4.289 1.453 -1.156 0.829
H 5.196 -1.588 -3.081 -0.249 0.082 -0.081
H 3.968 -2.064 -1.910 -0.143 0.111 -0.179
H 4.241 -3.045 -3.349 -0.202 0.233 -0.109
C 2.722 3.368 4.320 0.063 -0.045 -0.206
C 2.212 3.586 5.684 -0.282 0.179 1.081
N 1.809 3.758 6.762 0.610 -0.336 -1.673
H 2.360 4.134 3.626 -0.081 -0.088 0.269
H 3.816 3.394 4.288 -0.201 0.029 0.258
H 2.410 2.397 3.922 -0.084 0.126 0.208
C 1.197 0.181 8.368 -0.013 0.124 0.235
C 1.337 -0.383 7.015 0.127 -0.473 -1.186
N 1.448 -0.829 5.946 -0.200 0.766 1.754
H 1.858 -0.317 9.084 -0.057 -0.049 -0.306
H 1.442 1.248 8.388 0.007 -0.170 -0.263
H 0.174 0.077 8.745 0.138 -0.100 -0.261
C -1.458 3.045 5.858 0.067 0.045 0.179
C -1.795 2.681 4.472 -0.242 -0.379 -1.147
N -2.061 2.392 3.376 0.418 0.445 1.806
H -0.391 3.265 5.970 -0.233 -0.077 -0.189
H -2.007 3.933 6.187 0.013 -0.131 -0.265
H -1.698 2.238 6.558 -0.030 0.008 -0.321
C 1.726 8.610 1.432 0.176 -0.158 0.143
C 0.723 9.402 0.702 -0.907 0.673 -0.665
N -0.070 10.028 0.124 1.321 -1.070 0.958
H 2.730 9.036 1.332 -0.281 0.095 -0.124
H 1.501 8.560 2.503 -0.167 0.158 -0.238
H 1.774 7.579 1.064 -0.208 0.237 -0.150
C -5.089 2.796 -2.994 -0.169 -0.091 -0.043
C -3.670 3.173 -2.891 1.122 0.278 0.044
N -2.548 3.471 -2.809 -1.834 -0.349 -0.053
H -5.210 1.769 -3.356 0.242 0.121 0.049
H -5.596 2.859 -2.025 0.265 0.085 -0.136
H -5.632 3.448 -3.686 0.262 -0.015 0.148
C -4.601 4.187 3.282 0.097 -0.072 0.045
C -5.604 4.979 2.552 -0.787 0.690 -0.525
N -6.397 5.605 1.975 1.205 -1.002 0.914
H -3.598 4.613 3.182 -0.316 0.052 -0.174
H -4.826 4.137 4.353 -0.175 0.154 -0.228
H -4.553 3.156 2.914 -0.085 0.297 -0.088
C -5.862 9.068 2.683 -0.272 0.091 -0.035
C -4.486 8.612 2.942 1.168 -0.419 0.205
N -3.399 8.252 3.147 -1.800 0.525 -0.311
H -5.917 9.701 1.791 0.256 -0.144 0.142
H -6.544 8.226 2.525 0.355 -0.039 0.031
H -6.258 9.654 3.520 0.303 -0.119 -0.045
C -8.889 3.641 0.374 -0.030 -0.032 0.256
C -8.611 3.494 -1.064 0.220 -0.121 -1.237
N -8.391 3.378 -2.201 -0.321 0.180 1.885
H -9.589 4.460 0.569 0.161 -0.101 -0.256
H -9.331 2.731 0.796 0.063 0.060 -0.318
H -7.978 3.852 0.944 -0.072 0.047 -0.323
C -6.469 -2.502 -1.319 -0.049 -0.169 0.171
C -6.124 -1.614 -2.442 0.310 0.809 -1.037
N -5.851 -0.913 -3.329 -0.433 -1.131 1.551
H -7.519 -2.811 -1.356 0.176 0.188 -0.182
H -5.863 -3.414 -1.324 0.006 0.236 -0.196
H -6.309 -2.013 -0.352 0.029 0.100 -0.281
C 0.225 -11.808 -4.858 -0.058 -0.165 0.184
C 0.571 -10.920 -5.981 0.311 0.789 -0.987
N 0.843 -10.219 -6.868 -0.453 -1.101 1.538
H -0.825 -12.117 -4.895 0.174 0.187 -0.188
H 0.831 -12.721 -4.863 -0.008 0.258 -0.191
H 0.385 -11.319 -3.892 0.043 0.104 -0.294
C 8.359 -1.017 2.029 0.053 0.086 0.233
C 8.022 -1.382 0.643 -0.295 -0.290 -1.225
N 7.756 -1.670 -0.453 0.431 0.421 1.825
H 9.426 -0.798 2.141 -0.170 -0.095 -0.253
H 7.809 -0.129 2.358 -0.020 -0.173 -0.283
H 8.119 -1.824 2.729 -0.038 0.029 -0.302
```
Forces are in eV/Å.

Calculated values
* strongest force on any atom: 9.83 eV Å⁻¹
* total charge: 0
* lowest unoccupied orbital energy: 0.0063 hartree
* frontier orbital gap: 7.47 eV
* 2S+1: 1